A cluster of 3 separate species, C8H13NS in total at a distorted geometry, computed with ωB97M-V/def2-TZVPD.

Its LUMO energy (alpha / beta) is 0.027 / -0.036 Eh. As for the total charge: 0. As for the spin multiplicity: 3. As for the total energy: -765.30555 hartree. The orbital gap (alpha / beta) comes out at 6.7605 / 8.3009 eV. As for the expectation value of S²: 2.009.

Cartesian coordinates (Å):
H  0.852460  -0.626666  1.694106
C  -2.156578  1.867451  -0.509196
C  -0.241274  3.359312  2.215372
C  3.109864  -2.237607  -1.204627
H  3.069875  -2.057332  -2.270167
H  -2.364988  0.820195  -0.829977
H  -0.368171  2.728851  3.006352
S  -0.783857  -1.319855  0.201988
H  0.325280  4.346844  2.351174
H  -0.643650  -3.594695  -0.923194
H  -2.912856  2.215506  0.250727
H  2.629948  -1.485229  -0.620619
C  2.230618  -3.337594  -1.015119
C  -0.505981  2.816706  1.082923
C  -0.756585  2.018706  0.083809
C  -1.197557  -2.657008  -0.722031
H  -2.154680  -2.265192  -1.210767
H  4.102545  -2.561399  -0.914285
H  -2.170986  2.524324  -1.404484
H  -0.024053  1.241999  -0.056239
H  1.118227  -2.387809  1.068697
C  0.555539  -1.478262  1.110140
N  1.568290  -4.252428  -0.825305

Atomic forces in eV per Å
H 0.07 0.05 0.14
C 0.17 0.52 -0.14
C 1.95 3.36 -0.89
C -0.05 -0.58 -0.71
H 0.27 0.66 -0.21
H 0.19 0.85 0.35
H -0.50 -1.18 2.54
S -2.54 2.86 -0.53
H -1.14 -1.53 -0.24
H -0.59 0.95 0.13
H 0.65 -0.38 -0.99
H 0.43 1.24 0.33
C -0.38 -1.64 0.24
C -0.04 -0.67 -1.24
C -1.15 -0.37 0.88
C -1.29 -1.12 -1.37
H 1.40 -1.51 0.29
H 0.19 0.48 0.23
H -0.50 -0.44 0.41
H 0.34 0.06 -0.73
H 0.30 -0.19 0.34
C 2.45 -1.17 1.16
N -0.24 -0.23 0.00

An isolated molecule of C4H9NO2 at a distorted geometry, computed with ωB97M-V/def2-TZVPD.

Its LUMO energy is 0.028 Eh. As for the total charge: 0. As for the total energy: -363.01390 hartree. The orbital gap comes out at 10.6624 eV. The SMILES is NC(=O)CCCO.

Cartesian coordinates (Å):
O  -1.137012  -0.526272  -1.582002
C  -0.627583  0.952119  0.403389
H  -1.553172  0.979415  0.985927
H  -0.112751  2.375050  -1.718621
H  0.549173  -1.656939  -0.596405
H  -0.893741  1.425556  -2.893384
C  -0.894393  0.587169  -1.099116
H  1.450112  -2.136870  2.028257
H  1.435201  0.221024  0.601292
O  1.589528  -2.212700  1.029132
H  -0.020978  1.873264  0.593318
H  0.437969  -0.156990  2.052361
C  0.552005  -1.491818  0.449558
H  -0.430980  -1.843705  0.677632
N  -0.875533  1.736488  -1.920710
C  0.532149  -0.124793  0.989377

Atomic forces in eV per Å
O 0.16 2.22 1.44
C 2.63 -2.17 0.21
H 0.21 -0.22 -0.17
H -0.37 0.03 0.03
H 0.76 0.50 -1.05
H 0.02 0.39 0.23
C -0.16 0.36 -0.51
H 0.52 -0.35 -2.05
H 1.81 1.55 0.30
O 0.32 -0.44 2.57
H -1.21 -0.24 -0.78
H 0.29 0.18 0.75
C -2.01 -0.95 0.49
H -0.85 -1.31 0.52
N 0.34 -1.41 -0.02
C -2.46 1.89 -1.96

A structure of composition C32H60N2O2P3Sn at a distorted geometry, computed with ωB97M-V/def2-TZVPD.

Its LUMO energy (alpha / beta) is -0.093 / -0.093 Eh. As for the total charge: +1. As for the total energy: -2753.42985 hartree. The orbital gap (alpha / beta) comes out at 6.0055 / 6.0057 eV.

Cartesian coordinates (Å):
C  0.547629  -4.588435  -1.073910
C  -0.459351  -1.674562  -1.965659
C  0.459575  4.053543  -0.227735
H  1.805366  -1.523688  -5.287142
H  0.201796  0.638229  -4.178139
N  -1.598916  0.433731  -1.411225
H  -2.879574  -2.067521  -3.233111
H  1.087852  4.448929  1.853558
C  -1.140366  -3.432493  1.311119
H  -0.802858  -5.046871  -2.732292
P  2.645870  0.639428  3.089465
H  -0.894527  5.511951  -1.180317
H  4.933926  0.325423  3.767994
C  -2.739920  -1.044554  -2.888689
C  1.633841  -0.734887  -3.295115
C  2.029303  -4.246383  -0.811697
H  0.258751  -1.869833  -4.540396
H  -2.207308  5.688723  0.893769
H  2.326683  -3.284588  -1.253155
C  1.500153  4.075679  0.907136
H  2.316807  4.752645  0.614282
H  0.866295  -5.656297  -2.918261
H  -3.879705  2.150323  -3.145433
H  -0.491197  -4.098243  3.266210
H  -4.018729  2.888715  2.404450
C  0.234510  -5.961561  -0.445456
H  -2.147755  4.138366  3.589833
H  1.985804  4.145156  -1.764708
H  -0.692239  -1.515243  2.279782
H  -2.073810  -5.317875  0.674706
H  -3.491922  4.712583  0.146359
H  3.412301  -1.751799  -2.576132
H  -0.842784  3.010433  3.183259
H  0.768316  6.067639  -0.918964
P  -0.420491  -3.115882  -0.412666
H  2.664395  -5.036124  -1.240738
H  -3.585637  5.144540  1.856852
H  -2.219836  -1.510534  1.337041
H  -2.133939  -2.336572  2.908267
H  -4.405293  -0.192183  -3.960787
H  0.550799  -6.053119  0.596940
C  1.138047  3.495647  -1.495184
H  0.076102  -5.149507  1.984899
H  -3.015731  -3.853134  0.288086
H  0.814473  -6.714789  -1.001757
H  0.983397  -0.693771  4.220436
C  -2.173133  3.569244  1.510685
C  3.115207  -0.752957  -2.920941
H  -0.336071  5.985168  0.454539
H  3.751646  -0.467276  -3.769542
H  2.548831  2.971120  3.705394
C  -3.588171  -0.006510  -3.267321
C  -3.235362  2.477242  1.749394
H  1.242041  2.023651  4.479585
C  1.332679  -1.798079  -4.334067
P  -0.958899  2.887144  0.221481
O  -1.858506  -0.324479  5.034158
H  1.856380  0.799221  -4.807670
H  -0.525541  -2.365959  -2.802306
H  4.587352  -0.373420  2.155029
C  -2.892686  4.850150  1.053665
C  0.790050  -0.896542  -1.932014
C  4.407055  0.481780  2.818611
H  2.913879  1.919050  5.105936
H  2.010316  -1.680682  3.135067
H  1.456201  1.426092  -3.193479
H  -0.739461  4.729742  2.706355
H  -0.823848  -6.230522  -0.554197
H  4.783609  1.392225  2.335052
H  -2.936832  -4.454644  1.965472
H  1.738296  -2.773896  -4.045979
H  -3.014199  3.336729  -1.086540
C  -2.341465  1.462428  -1.826954
C  -1.416016  3.870463  2.813344
H  0.452688  3.475996  -2.351429
C  2.304555  2.019412  4.197557
C  -2.047301  2.853339  -1.282324
H  2.234076  -4.203390  0.267508
C  -2.157539  0.333827  4.146425
C  -1.644321  -0.747719  -2.059704
H  -1.583993  3.452650  -2.084647
C  1.263381  0.613863  -3.901620
H  0.518416  -3.947389  -3.202181
H  1.531840  2.483287  -1.327204
H  1.929937  3.081804  1.088466
C  2.006713  -0.852893  3.855010
N  1.266587  -0.233836  -0.974474
H  3.287943  -0.059937  -2.088641
C  -0.105677  -4.099512  2.234508
H  0.850412  -3.553294  2.231432
O  1.966576  0.898600  1.735442
C  0.259586  -4.803580  -2.573044
C  -2.361542  -4.322660  1.037629
C  -0.051176  5.479202  -0.478004
H  -3.719610  2.172291  0.811413
C  -1.574957  -2.114380  1.987535
C  -3.333412  1.278612  -2.795204
H  -2.826591  1.587583  2.248761
Sn  0.096901  0.423317  0.651383
H  2.643053  -1.122914  4.706877

Atomic forces in eV per Å
C 0.24 0.12 -0.20
C -1.59 -1.71 1.93
C -0.43 0.43 0.17
H -0.03 -0.08 0.19
H 0.06 0.07 -0.02
N 0.93 0.11 -0.61
H 0.08 0.27 -0.14
H 0.09 -0.06 -0.27
C -0.76 0.53 -0.30
H 0.33 0.07 0.07
P -1.03 0.47 -1.51
H 0.15 0.01 0.17
H -0.03 0.02 -0.20
C 0.44 0.17 0.16
C -0.33 -0.48 0.60
C 0.25 -0.44 -0.33
H 0.14 -0.11 -0.04
H -0.25 -0.25 0.05
H -0.18 -0.26 0.11
C 0.07 -0.04 0.06
H -0.18 -0.15 0.05
H -0.17 0.26 0.01
H -0.07 -0.25 -0.01
H -0.04 0.10 -0.23
H 0.20 -0.08 -0.16
C 0.03 -0.08 0.03
H 0.15 -0.09 -0.14
H -0.24 -0.15 0.12
H -0.59 -0.41 -0.20
H -0.11 0.40 0.11
H 0.12 0.04 0.24
H 0.01 0.15 -0.14
H -0.08 0.09 -0.15
H -0.21 -0.08 0.07
P 0.66 0.92 -1.24
H 0.04 0.12 0.05
H 0.13 -0.08 -0.20
H 0.16 -0.01 0.13
H 0.02 -0.18 -0.23
H 0.14 0.05 0.15
H -0.17 -0.01 -0.35
C -0.14 0.01 0.16
H -0.03 0.47 0.12
H 0.22 -0.18 0.34
H -0.12 0.22 0.10
H 0.24 0.01 -0.17
C 0.32 0.05 -0.06
C 0.18 0.06 0.16
H 0.09 -0.20 -0.29
H -0.20 -0.11 0.10
H -0.03 -0.33 0.07
C 0.19 0.00 0.16
C 0.09 -0.16 0.01
H 0.29 -0.06 -0.14
C 0.21 -0.17 -0.43
P 0.13 0.77 -0.73
O -0.59 1.39 -1.86
H -0.14 -0.07 0.16
H 0.00 0.12 0.24
H -0.08 0.20 0.14
C -0.02 0.19 0.14
C 2.63 1.10 -0.75
C 0.23 -0.07 0.27
H -0.18 0.11 -0.12
H 0.03 0.25 0.09
H -0.03 -0.17 -0.14
H -0.20 -0.25 0.00
H 0.32 0.05 0.08
H -0.14 -0.21 0.12
H 0.02 -0.12 -0.05
H -0.15 0.16 -0.09
H 0.38 -0.07 0.08
C -0.22 -0.42 -0.13
C -0.11 0.13 0.18
H 0.21 -0.04 0.13
C 0.27 -0.04 0.32
C -0.27 -0.13 -0.21
H -0.12 0.03 -0.29
C 0.69 -1.50 2.08
C -1.10 0.05 0.27
H -0.09 -0.27 0.27
C -0.10 0.38 0.12
H -0.07 -0.29 0.22
H -0.11 0.15 -0.06
H -0.12 0.24 -0.10
C 0.18 -0.16 0.35
N -0.73 1.08 0.26
H 0.01 -0.13 -0.30
C 0.07 -0.09 0.08
H -0.32 -0.19 -0.06
O 0.89 0.11 0.84
C 0.09 0.07 -0.10
C -0.46 -0.11 0.57
C 0.39 0.26 -0.16
H 0.07 0.04 0.19
C 0.18 -0.34 0.07
C 0.11 0.12 0.18
H -0.08 0.37 -0.37
Sn -0.58 -1.64 0.23
H -0.15 -0.02 -0.09

A structure of composition C32H43MnN8OSSi, computed with ωB97M-V/def2-TZVPD.

Its LUMO energy (alpha / beta) is -0.082 / -0.083 Eh. As for the total charge: +1. As for the spin multiplicity: 2. As for the total energy: -3597.10365 hartree. The orbital gap (alpha / beta) comes out at 7.2571 / 7.4226 eV. As for the expectation value of S²: 0.810.

Cartesian coordinates (Å):
C  4.813865  -0.286982  0.798739
H  -0.261835  5.253259  -2.837843
H  -4.383191  -1.638576  -4.226415
N  -0.659865  -1.738132  -0.073541
H  2.502207  3.489809  -0.122447
H  0.762580  -2.434364  -4.764901
H  -3.820461  -2.163164  -5.810198
C  -3.561040  -1.606409  2.274824
H  -2.103844  5.285266  0.764875
C  -0.049212  -0.669266  4.436651
H  1.890946  -0.561974  3.877131
C  -2.318841  -1.400229  1.698991
C  -2.804049  3.809550  2.135556
C  -2.527572  2.564006  2.659648
H  5.768384  -0.014925  -1.104139
H  -4.426604  -1.802075  1.656475
H  -3.157410  2.139532  3.437106
N  1.113400  -1.177875  3.671609
C  -0.505282  -3.202823  -0.265270
C  -2.355605  -1.060633  -4.680547
H  -0.186702  -3.402535  2.268358
C  -2.018042  0.142952  -4.064495
C  3.633150  -0.615171  1.438780
H  -0.011444  0.422657  4.391164
C  -1.927517  4.297254  1.177533
H  -3.654071  4.383479  2.476795
C  2.593470  -1.002554  -0.565124
N  -1.497464  1.812181  2.272675
O  2.841573  -1.838725  -4.429634
H  2.342150  -2.603285  4.683192
N  -1.247469  -1.156636  2.449355
H  -0.435327  -3.447306  -1.326608
C  -2.044298  -1.316444  0.225445
C  -2.539718  -1.278715  4.424808
H  -4.242151  -0.472514  -5.534922
N  1.592887  -0.202128  -3.452595
H  -0.019677  -0.978626  5.484818
H  1.696587  -1.323471  -1.067474
H  -4.621922  -1.705285  4.136109
H  -2.119885  -0.262327  -0.053035
H  -1.026091  3.691064  -2.548157
C  -1.333596  -1.974813  -4.906992
C  0.717306  -3.726775  0.484494
H  2.412371  4.399080  -1.642415
H  1.768592  2.755751  -1.544472
H  1.200747  6.063860  1.088393
H  1.665972  0.615466  -2.864006
C  1.775560  -3.397791  2.755184
C  -0.832990  3.552768  0.741737
H  1.643839  -3.424138  -0.004703
H  -2.782861  0.893725  -3.892214
C  -0.792516  4.656549  -2.092716
C  -1.333639  -1.082418  3.774701
N  0.686846  -3.128687  1.820321
H  -1.401001  -3.698314  0.118498
H  3.564270  -0.577331  2.517422
H  5.683246  -0.014591  1.379823
H  -1.739144  5.157714  -1.878529
H  -2.599564  -1.218455  5.503081
C  1.485363  -2.578090  4.007958
H  1.173423  6.747339  -0.538842
C  2.704267  -0.988890  -3.583156
C  4.860643  -0.288289  -0.581371
C  -3.774939  -1.349765  -5.087503
H  -2.780152  -1.875475  -0.359217
H  0.696869  -4.821032  0.514902
C  1.884443  3.691358  -0.997742
H  -0.482793  1.339450  -3.177546
N  3.772949  -0.682041  -2.703935
S  0.665728  1.232695  0.822951
H  0.646493  -3.029309  4.544081
C  3.722387  -0.646877  -1.300867
H  -0.299220  6.709332  0.423628
Si  0.239083  4.458034  -0.539516
C  0.604561  6.150110  0.177297
H  -1.559454  -2.908289  -5.409188
N  2.534842  -0.964357  0.770571
C  -0.016999  -1.722242  -4.537937
C  -0.678989  2.272350  1.320781
H  -0.404608  -1.250655  -0.930557
Mn  0.555153  -1.035268  1.582003
C  -3.665052  -1.545820  3.657032
C  0.293356  -0.523517  -3.903565
C  -0.718522  0.408731  -3.671838
H  2.712885  -3.095734  2.289249
H  1.855559  -4.457258  3.021189
H  4.644680  -1.025955  -3.079761

Atomic forces in eV per Å
C 0.06 0.01 -0.06
H 0.01 0.01 0.01
H 0.02 0.01 -0.01
N 0.13 0.17 -0.14
H -0.01 -0.01 -0.01
H -0.09 0.04 0.01
H 0.01 0.00 0.00
C 0.00 -0.01 -0.01
H 0.00 0.00 0.00
C 0.01 0.03 0.05
H 0.00 -0.01 -0.04
C -0.05 0.01 0.07
C 0.03 -0.02 0.02
C -0.02 -0.01 0.03
H 0.00 0.02 -0.01
H 0.00 0.00 0.00
H 0.01 0.00 -0.02
N -0.04 0.15 -0.15
C 0.04 -0.03 -0.02
C 0.02 0.01 -0.02
H 0.01 -0.05 -0.01
C -0.04 0.01 0.06
C -0.08 0.04 0.04
H -0.01 0.00 -0.02
C 0.01 -0.03 -0.03
H 0.00 0.00 0.00
C 0.19 0.10 -0.10
N -0.03 -0.15 0.03
O 0.10 -0.19 0.00
H -0.03 -0.02 0.03
N 0.22 0.21 -0.20
H -0.03 -0.04 0.01
C -0.10 0.04 -0.10
C 0.03 -0.02 -0.01
H 0.00 0.00 0.00
N 0.22 -0.06 0.51
H 0.00 0.01 0.00
H -0.07 0.04 -0.14
H 0.00 0.00 0.00
H 0.01 0.03 -0.01
H -0.01 -0.01 0.02
C 0.01 0.03 0.01
C 0.04 -0.02 0.01
H 0.02 0.03 0.00
H -0.02 -0.03 0.02
H 0.00 0.00 0.00
H 0.04 -0.06 0.04
C 0.03 -0.04 0.03
C -0.01 0.04 -0.04
H -0.02 0.00 0.03
H 0.03 -0.05 0.00
C -0.02 -0.03 0.00
C -0.05 0.04 0.05
N -0.19 0.17 0.03
H 0.00 0.02 0.03
H 0.00 -0.01 0.00
H 0.00 0.01 0.00
H 0.00 -0.01 -0.01
H 0.00 0.00 0.00
C 0.04 0.02 0.04
H 0.01 0.00 0.00
C 0.11 0.18 -0.09
C 0.00 0.00 0.01
C -0.02 -0.01 0.01
H 0.01 0.00 0.01
H 0.01 0.00 -0.02
C -0.01 0.00 -0.03
H 0.04 0.18 0.05
N -0.24 0.11 0.18
S -0.29 -0.41 0.36
H -0.02 0.00 -0.03
C -0.07 -0.06 -0.11
H 0.00 0.00 0.00
Si 0.04 -0.05 0.02
C -0.01 0.00 0.00
H 0.00 0.00 0.00
N -0.26 -0.08 -0.27
C -0.04 -0.04 0.01
C 0.09 0.10 -0.02
H 0.05 -0.06 0.11
Mn 0.25 -0.05 -0.08
C -0.02 0.00 0.01
C -0.10 -0.02 -0.05
C 0.04 -0.19 0.03
H 0.00 0.02 -0.02
H 0.01 0.00 -0.02
H -0.02 -0.02 -0.04